The following is a DFT calculation (wB97M-V/def2-TZVPD) of 8 unconnected molecules or ions with the total composition C16H52N4O8 at a distorted geometry.

Each line ends with the Mulliken charge.
Cartesian coordinates (Å):
1 C 14.83948 20.52583 18.09676  -0.618
2 O 13.83465 21.41598 17.62926  -0.380
3 C 14.17704 22.11992 16.43517  -0.771
4 C 13.95557 21.30538 15.12746  0.572
5 C 14.41924 22.11309 13.86517  -1.483
6 N 12.53068 20.85130 15.00379  -0.571
7 H 14.32411 19.94529 18.86191  0.274
8 H 15.66047 21.09269 18.53577  0.243
9 H 15.29184 19.86002 17.36179  0.289
10 H 13.51782 22.98798 16.43996  0.344
11 H 15.14363 22.60700 16.56385  0.378
12 H 14.59772 20.42498 15.10222  0.137
13 H 15.40837 22.44649 14.17912  0.364
14 H 13.75539 22.84959 13.41241  0.334
15 H 14.64357 21.41359 13.05989  0.350
16 H 12.41306 20.38682 15.89291  0.275
17 H 11.87309 21.61681 15.04440  0.278
18 C 17.96883 22.85609 24.78576  -0.775
19 O 17.36221 23.05214 23.48877  -0.251
20 C 17.00671 24.38388 23.19177  -0.723
21 C 15.92609 24.35657 22.07402  0.500
22 C 15.19272 25.68123 21.75982  -1.367
23 N 14.90625 23.38157 22.35786  -0.786
24 H 18.81374 23.53653 24.89178  0.327
25 H 18.25763 21.80588 24.82764  0.196
26 H 17.30014 23.07373 25.61859  0.331
27 H 16.69538 24.74241 24.17290  0.395
28 H 17.86710 24.98140 22.89045  0.300
29 H 16.42851 23.99970 21.17495  0.200
30 H 14.56434 26.04044 22.57481  0.341
31 H 14.65792 25.61596 20.81229  0.371
32 H 15.96703 26.43936 21.64242  0.355
33 H 14.47937 23.30028 21.44613  0.286
34 H 15.43099 22.52401 22.45449  0.303
35 C 15.32334 27.94397 7.55161  -0.695
36 O 16.40301 27.00804 7.50577  -0.331
37 C 16.24614 25.81703 8.27349  -0.504
38 C 17.29558 24.84751 7.78574  0.300
39 C 17.15252 23.44684 8.37034  -1.239
40 N 18.63295 25.14056 8.25578  -0.724
41 H 15.78997 28.89418 7.29189  0.238
42 H 14.82175 27.85414 8.51516  0.330
43 H 14.63655 27.73930 6.73031  0.248
44 H 16.45960 25.94362 9.33486  0.257
45 H 15.29133 25.35837 8.01644  0.344
46 H 17.31661 24.82813 6.69611  0.293
47 H 16.10994 23.20072 8.16901  0.345
48 H 17.32164 23.47901 9.44666  0.293
49 H 17.81506 22.67979 7.96934  0.348
50 H 18.92251 26.10812 8.26402  0.246
51 H 18.73089 25.08276 9.25935  0.253
52 C 20.07586 20.68504 19.10587  -0.733
53 O 19.60950 19.40671 19.48787  -0.231
54 C 20.22434 18.92418 20.75273  -0.793
55 C 19.55275 17.59599 21.20382  0.660
56 C 18.26071 17.84480 21.96835  -1.401
57 N 20.48510 16.75116 21.95277  -0.725
58 H 21.15244 20.69958 18.93596  0.341
59 H 19.69776 21.48719 19.73967  0.242
60 H 19.70169 20.87607 18.10008  0.236
61 H 21.29310 18.75763 20.61812  0.362
62 H 20.14877 19.63384 21.57661  0.347
63 H 19.51606 16.97835 20.30646  0.110
64 H 17.76477 16.92292 22.27213  0.384
65 H 17.43081 18.35481 21.47922  0.332
66 H 18.42834 18.44582 22.86208  0.369
67 H 21.30501 17.29912 22.17094  0.221
68 H 20.11849 16.53658 22.86909  0.279
69 O 18.12715 18.10524 15.64316  -0.596
70 H 18.66905 17.95068 16.41690  0.311
71 H 18.74860 18.36438 14.96280  0.304
72 O 14.91618 16.55358 14.44705  -0.639
73 H 14.35706 17.14505 13.94329  0.315
74 H 15.60852 17.11576 14.79470  0.310
75 O 10.41840 18.97119 11.95067  -0.650
76 H 10.78790 19.41566 12.71366  0.316
77 H 9.49051 18.86542 12.16058  0.311
78 O 8.24053 23.38095 12.04971  -0.636
79 H 7.43463 23.16163 11.58211  0.320
80 H 8.81596 22.63059 11.90117  0.317

Computed properties:
HOMO: -9.326 eV
E_tot: -39771.4783 eV
Energy relative to the best compared isomer or geometry (same formula, charge and spin): 73.0 kcal per mole
Gap between HOMO and LUMO: 9.65 eV
Maximum force: 0.04916 Eh/bohr

The following is a DFT calculation (wB97M-V/def2-TZVPD) of 11 unconnected molecules or ions with the total composition C16H53FN21O10.

Each line ends with the Mulliken charge.
Cartesian coordinates (Å):
1 C -0.15998 0.06914 1.45518  -0.929
2 N 0.85464 -0.99764 1.63524  0.045
3 C 0.95399 -1.92605 0.47652  -0.382
4 C 1.52367 -3.20816 1.02571  -0.523
5 C 2.80549 -3.01340 1.83556  -0.980
6 C 2.95573 -1.70717 2.58451  0.136
7 F 2.45843 -1.87273 3.88407  -0.406
8 C 2.23266 -0.55023 1.97260  -0.919
9 H -1.12597 -0.39062 1.54460  0.375
10 H -0.06474 0.79664 2.23636  0.399
11 H -0.06378 0.52879 0.49640  0.352
12 H 0.56883 -1.57136 2.42739  0.405
13 H -0.01511 -2.07650 0.03774  0.585
14 H 1.62807 -1.49184 -0.24134  0.041
15 H 0.75468 -3.65612 1.63799  0.052
16 H 1.68610 -3.90852 0.22898  0.580
17 H 3.65922 -3.13844 1.19053  0.357
18 H 2.84977 -3.79981 2.56640  0.383
19 H 3.99446 -1.43340 2.65407  0.565
20 H 2.20460 0.29135 2.63666  0.426
21 H 2.76304 -0.26363 1.08287  0.441
22 C 1.07345 3.39582 -0.86904  0.689
23 O 0.43016 2.55080 -0.22755  -0.708
24 N 0.44958 4.22196 -1.74052  -0.294
25 N 2.41917 3.51948 -0.77068  -0.289
26 H 0.92726 4.91955 -2.27994  0.119
27 H -0.55175 4.17049 -1.83355  0.131
28 H 2.93998 2.89991 -0.16829  0.154
29 H 2.93731 4.17902 -1.32145  0.144
30 C -3.21510 5.61885 -2.20311  0.688
31 O -2.05983 5.58949 -2.61192  -0.733
32 N -3.65614 6.61028 -1.37051  -0.389
33 N -4.13193 4.67700 -2.55253  -0.295
34 H -4.59298 6.65623 -1.01845  0.169
35 H -2.99678 7.31598 -1.10353  0.224
36 H -3.84362 3.94473 -3.17239  0.133
37 H -5.08891 4.66830 -2.25098  0.164
38 C -2.18409 -0.17957 -1.94744  0.639
39 O -1.97802 -0.99706 -1.05721  -0.636
40 N -1.54717 1.03045 -2.00972  -0.089
41 N -3.08938 -0.42110 -2.93796  -0.423
42 H -1.73390 1.70173 -2.73075  0.169
43 H -0.91117 1.29286 -1.27375  0.028
44 H -3.58072 -1.29422 -2.91091  0.237
45 H -3.29531 0.23187 -3.67022  0.143
46 C 0.23525 -6.74412 1.88353  0.746
47 O 1.40575 -6.69363 1.53102  -0.631
48 N -0.24542 -5.92596 2.86594  -0.286
49 N -0.65689 -7.62444 1.34458  -0.484
50 H -1.18818 -5.94159 3.20735  0.144
51 H 0.41061 -5.30023 3.29203  0.153
52 H -0.31945 -8.24525 0.63331  0.229
53 H -1.61608 -7.68257 1.62944  0.151
54 C 3.96115 0.25935 -2.82266  0.666
55 O 4.65542 1.22045 -2.50801  -0.783
56 N 4.45507 -0.78418 -3.54949  -0.398
57 N 2.64068 0.18036 -2.48087  -0.200
58 H 3.90320 -1.57073 -3.83382  0.159
59 H 5.41676 -0.73859 -3.82930  0.236
60 H 2.26005 0.94562 -1.95457  0.027
61 H 2.03869 -0.56695 -2.77379  0.173
62 C -6.66486 3.97542 -4.95056  0.596
63 O -6.23598 3.35069 -3.98350  -0.682
64 N -6.14505 5.17596 -5.33286  -0.279
65 N -7.69798 3.52276 -5.71014  -0.386
66 H -6.50873 5.69544 -6.11299  0.189
67 H -5.40008 5.55853 -4.78074  0.204
68 H -8.11179 2.64670 -5.45566  0.215
69 H -8.08868 4.05787 -6.46506  0.191
70 C 1.29668 -7.20629 5.92878  0.584
71 O 0.19243 -6.68534 5.96231  -0.650
72 N 1.84414 -7.67799 4.76222  -0.300
73 N 2.08409 -7.34011 7.03363  -0.366
74 H 2.74697 -8.11077 4.70159  0.187
75 H 1.29173 -7.58508 3.93212  0.155
76 H 1.72881 -7.00265 7.90784  0.201
77 H 3.00522 -7.74083 7.00636  0.189
78 C 5.79767 1.23392 0.92904  0.605
79 O 4.57601 1.07175 0.97227  -0.551
80 N 6.47460 1.29218 -0.23599  -0.312
81 N 6.53220 1.37100 2.07381  -0.431
82 H 7.46889 1.42042 -0.26539  0.157
83 H 5.96137 1.23428 -1.10849  0.251
84 H 6.04320 1.34666 2.94770  0.219
85 H 7.52425 1.51437 2.07586  0.154
86 C 5.22516 -5.10559 6.60565  0.601
87 O 5.55934 -6.25383 6.83650  -0.642
88 N 5.94085 -4.02724 7.05201  -0.375
89 N 4.09544 -4.82602 5.88496  -0.216
90 H 5.67496 -3.07729 6.88043  0.153
91 H 6.76695 -4.21611 7.58719  0.226
92 H 3.56924 -5.62192 5.57480  0.125
93 H 3.76094 -3.90435 5.67822  0.139
94 C -8.97035 7.58250 -5.96783  0.615
95 O -8.65253 6.53464 -6.50854  -0.648
96 N -8.83675 7.76350 -4.61931  -0.359
97 N -9.48057 8.63651 -6.66806  -0.410
98 H -9.09447 8.60789 -4.14561  0.168
99 H -8.47093 6.99397 -4.09086  0.217
100 H -9.59035 8.52109 -7.65764  0.222
101 H -9.75255 9.50272 -6.24441  0.162

Computed properties:
HOMO: -11.343 eV
Charge: +1
E_tot: -71943.3562 eV
Gap between HOMO and LUMO: 9.73 eV
Maximum force: 0.01305 Eh/bohr